[1]
DFT (ωB97M-V/def2-TZVPD) results for a 14-piece molecular cluster, C52H93BN3O42P4 overall at a distorted geometry.

CARTESIAN COORDINATES (ANGSTROEM)
1 O 0.9294 2.3460 -2.3616
2 C 0.6935 1.6835 -1.2981
3 O 0.6205 0.3510 -1.1895
4 B 0.0622 -0.0699 0.0859
5 O 0.0618 1.1627 0.8889
6 C 0.3682 2.2238 0.0718
7 O 0.3776 3.4362 0.3641
8 O 0.9260 -1.2366 0.5018
9 C 0.1664 -2.2308 0.7954
10 O 0.5691 -3.2877 1.2682
11 C -1.3069 -1.9385 0.3869
12 O -1.2971 -0.6518 0.0604
13 O -2.2792 -2.7083 0.4132
14 C 2.5564 3.7830 -5.2580
15 C 2.4361 5.0710 -4.6610
16 N 2.3390 6.1253 -4.2039
17 H 3.6338 3.6436 -5.3469
18 H 2.0535 3.9221 -6.2150
19 H 2.0089 2.9864 -4.7543
20 C 3.2555 4.8543 -1.1256
21 C 3.6028 3.5276 -0.6221
22 N 3.8320 2.4566 -0.2733
23 H 3.1014 5.6429 -0.3891
24 H 2.2252 4.7247 -1.4568
25 H 3.7595 5.2566 -2.0044
26 C -1.2743 4.3163 -4.1048
27 C -0.8964 3.8039 -5.4028
28 N -0.6241 3.3957 -6.4471
29 H -1.1772 3.4448 -3.4575
30 H -2.3364 4.5555 -4.1588
31 H -0.5841 5.1362 -3.9058
32 C 5.5614 -5.4618 4.2682
33 C 5.7477 -4.2547 3.4216
34 O 6.5959 -4.4839 2.3707
35 P 6.6905 -3.4803 1.0495
36 O 7.8180 -3.8525 0.1766
37 O 5.1299 -3.4570 0.4426
38 C 4.4151 -4.5374 -0.1151
39 C 3.5285 -5.2094 0.9218
40 O 6.9057 -2.0494 1.7900
41 C 7.9831 -1.6780 2.7128
42 C 7.4178 -0.5281 3.5872
43 H 4.8732 -5.3190 5.1013
44 H 5.0455 -6.2606 3.7355
45 H 6.4590 -5.8697 4.7329
46 H 4.7608 -4.0065 3.0313
47 H 6.0523 -3.3546 3.9556
48 H 3.7356 -4.1801 -0.8890
49 H 5.0702 -5.2439 -0.6248
50 H 2.7035 -4.5192 1.0983
51 H 3.0719 -6.1360 0.5740
52 H 3.9823 -5.5518 1.8519
53 H 8.2903 -2.4642 3.4023
54 H 8.8852 -1.2374 2.2883
55 H 7.1022 0.3493 3.0228
56 H 6.4902 -0.8822 4.0368
57 H 8.0450 -0.2481 4.4336
58 C 0.5838 -2.6149 -3.7162
59 C 1.3685 -2.5412 -5.0283
60 O 1.9733 -1.2731 -5.1135
61 P 3.6123 -1.0926 -4.9062
62 O 4.1750 0.2685 -5.2089
63 O 3.8724 -1.7516 -3.4251
64 C 3.6274 -1.0484 -2.2246
65 C 5.0022 -0.4908 -1.8356
66 O 4.1894 -2.2605 -5.8774
67 C 4.1065 -2.0252 -7.3039
68 C 3.5513 -3.1887 -8.0518
69 H 1.2093 -2.4643 -2.8363
70 H -0.2557 -1.9228 -3.6493
71 H 0.1433 -3.5879 -3.4989
72 H 2.0715 -3.3739 -5.0065
73 H 0.6911 -2.6623 -5.8736
74 H 2.8699 -0.2653 -2.2568
75 H 3.1012 -1.7137 -1.5401
76 H 5.7846 -1.0589 -2.3387
77 H 5.0326 0.4904 -2.3094
78 H 5.1217 -0.4608 -0.7526
79 H 3.6509 -1.0954 -7.6443
80 H 5.1397 -1.8372 -7.5959
81 H 4.1915 -4.0671 -7.9709
82 H 2.6140 -3.5009 -7.5911
83 H 3.4713 -2.9082 -9.1020
84 C -5.0222 8.4028 -3.6498
85 C -3.8538 7.3639 -3.6710
86 O -3.5224 6.9542 -2.3589
87 P -2.6623 7.9381 -1.4197
88 O -1.5992 8.7131 -2.1562
89 O -3.7505 8.7537 -0.5381
90 C -3.7035 8.7477 0.9006
91 C -2.5531 9.6120 1.4505
92 O -2.0606 6.8817 -0.3751
93 C -0.8800 6.2105 -0.6777
94 C 0.2142 6.6648 0.3562
95 H -5.6907 8.2213 -2.8083
96 H -4.5768 9.3874 -3.5074
97 H -5.6325 8.2521 -4.5403
98 H -4.1297 6.4686 -4.2282
99 H -3.0058 7.7485 -4.2377
100 H -4.7102 8.9741 1.2518
101 H -3.4416 7.7274 1.1807
102 H -2.6748 9.5528 2.5320
103 H -1.6200 9.1198 1.1762
104 H -2.5328 10.6761 1.2153
105 H -1.0772 5.1402 -0.6153
106 H -0.5306 6.2787 -1.7079
107 H 1.0628 5.9926 0.2295
108 H 0.6213 7.6685 0.2340
109 H -0.0242 6.5889 1.4172
110 C -4.4733 -4.4186 -1.3582
111 C -4.9841 -4.9344 -0.0181
112 O -6.2981 -5.3481 -0.2476
113 P -7.4014 -5.4812 0.9068
114 O -8.6022 -6.3622 0.5388
115 O -6.5418 -5.9907 2.2084
116 C -6.0644 -7.3165 2.3263
117 C -5.3729 -7.4060 3.7024
118 O -7.8478 -3.9866 1.3657
119 C -8.6418 -3.2432 0.4179
120 C -9.0494 -1.9000 1.1176
121 H -3.4656 -4.0228 -1.2314
122 H -4.3809 -5.1892 -2.1236
123 H -5.0653 -3.5940 -1.7553
124 H -4.2783 -5.6457 0.4107
125 H -4.9778 -4.0961 0.6785
126 H -6.8333 -8.0888 2.3487
127 H -5.3040 -7.4552 1.5577
128 H -4.5586 -8.1234 3.8044
129 H -4.8873 -6.4735 3.9902
130 H -6.0835 -7.5491 4.5165
131 H -8.0289 -3.0596 -0.4646
132 H -9.5541 -3.8203 0.2671
133 H -9.6588 -2.1373 1.9896
134 H -8.1977 -1.3099 1.4560
135 H -9.6835 -1.1771 0.6043
136 C 0.3263 -5.3851 -1.1365
137 C -0.8714 -5.6988 -0.1455
138 O -1.3160 -6.9832 -0.5540
139 C -0.9080 -7.2139 -1.8112
140 O -1.2262 -8.1608 -2.5261
141 O -0.1421 -6.1840 -2.2244
142 H 1.2960 -5.7088 -0.7584
143 H 0.3670 -4.3126 -1.3271
144 H -1.7285 -5.0268 -0.1884
145 H -0.6304 -5.6431 0.9160
146 C -5.0697 0.2080 0.7393
147 C -5.2937 -1.1124 0.0056
148 O -5.9827 -0.6806 -1.1035
149 C -6.3244 0.6293 -1.0534
150 O -7.0380 1.2680 -1.8028
151 O -5.8268 1.1056 0.0480
152 H -4.0082 0.4234 0.8610
153 H -5.4593 -0.0153 1.7325
154 H -6.0058 -1.7146 0.5699
155 H -4.4435 -1.7390 -0.2641
156 C 1.7109 4.8036 3.1105
157 C 2.4093 4.4681 4.3822
158 O 3.7424 4.5810 4.0477
159 C 3.8560 5.3307 2.9863
160 O 4.9468 5.7874 2.6130
161 O 2.6630 5.6718 2.4825
162 H 0.8747 5.4740 3.3094
163 H 1.4703 3.9286 2.5066
164 H 2.1389 3.4832 4.7629
165 H 2.1335 5.1928 5.1482
166 C -2.5321 4.7078 2.2106
167 C -3.3553 3.5814 2.7945
168 O -3.4697 4.0727 4.1415
169 C -3.0526 5.3367 4.3080
170 O -3.2612 5.9619 5.3681
171 O -2.5466 5.7909 3.1597
172 H -2.8304 5.0250 1.2113
173 H -1.4997 4.3602 2.1742
174 H -2.7330 2.6951 2.6712
175 H -4.2994 3.3294 2.3114
176 C 0.7972 -3.5172 4.3644
177 C 1.2788 -4.8142 3.8196
178 O 0.1042 -5.3854 3.3756
179 C -0.9718 -4.6079 3.5840
180 O -2.0884 -4.9444 3.1832
181 O -0.5955 -3.5847 4.3176
182 H 1.2942 -2.7704 3.7452
183 H 1.2836 -3.4324 5.3362
184 H 1.6957 -5.3504 4.6722
185 H 2.0577 -4.5562 3.1022
186 C 3.9353 -0.1655 2.0519
187 C 3.4204 1.1252 2.6239
188 O 2.7966 0.7126 3.7980
189 C 3.2532 -0.4823 4.1625
190 O 3.0348 -0.9948 5.2575
191 O 4.0470 -0.9738 3.1898
192 H 4.8275 0.0018 1.4484
193 H 3.3625 -0.5931 1.2291
194 H 2.7139 1.5505 1.9111
195 H 4.2009 1.8718 2.7708

As for the frontier orbital gap (alpha / beta): 3.84 / 7.58 eV. The lowest unoccupied orbital energy (alpha / beta) is 3.2489 / 3.2490 eV. As for the charge: -2. The spin multiplicity is 2. As for the HOMO energy (alpha / beta): -0.5940 / -4.3319 eV. The expectation value of S² is 0.754.


[2]
DFT (ωB97M-V/def2-TZVPD) results for a 4-piece molecular cluster, C53H102N5O9S3 overall at a distorted geometry.

CARTESIAN COORDINATES (ANGSTROEM)
1 C -0.8571 -2.9599 2.6653
2 C -0.4204 -1.9192 2.1829
3 C -0.2098 -0.4834 1.5862
4 C -0.6576 -0.3680 0.0540
5 O -2.1177 -0.3908 0.0708
6 C -2.6231 -1.6957 -0.2306
7 C -4.0806 -1.7656 0.4542
8 C -4.3163 -3.0930 1.2847
9 C -4.2893 -4.4266 0.4140
10 S -4.5658 -5.8245 1.6155
11 O -4.7140 -7.1042 0.8933
12 O -3.4196 -5.9034 2.5495
13 O -5.8950 -5.5438 2.5707
14 C -2.8950 -1.9179 -1.8123
15 C -3.4229 -0.6154 -2.5420
16 O -2.2949 0.1933 -2.9859
17 C -1.9724 -0.0821 -4.3313
18 C -1.5356 -1.5302 -4.8264
19 O -1.9833 0.8160 -5.1512
20 C -0.2222 1.0602 -0.5562
21 C 0.8862 0.9603 -1.6930
22 C 1.9951 -0.1753 -1.4733
23 C 1.8891 -1.3723 -2.5278
24 C 3.3003 -2.1255 -2.5325
25 N 3.2303 -3.5767 -2.1941
26 C 2.8678 -4.4228 -3.3597
27 C 1.3006 -4.5064 -3.6487
28 C 0.3928 -4.6699 -2.3539
29 C 0.0884 -6.1854 -1.9439
30 C 4.6012 -3.9037 -1.7511
31 S 5.7934 -4.4399 -2.7848
32 S 5.1211 -3.6935 0.0280
33 C 4.5221 -5.2432 0.8638
34 C 3.3647 -4.7899 1.8952
35 C 2.2014 -4.1431 0.9751
36 N 0.0679 2.0178 0.5416
37 C 1.5164 2.2620 0.7653
38 H -1.3097 -3.9107 3.0460
39 H 0.9004 -0.2736 1.6329
40 H -0.8178 0.2597 2.1941
41 H -0.3349 -1.2444 -0.5811
42 H -1.9550 -2.5521 0.0795
43 H -4.8762 -1.6692 -0.3459
44 H -4.2424 -0.8936 1.1682
45 H -3.6296 -3.1765 2.1805
46 H -5.3738 -3.0181 1.7136
47 H -5.1783 -4.4844 -0.2993
48 H -3.3073 -4.5330 -0.1324
49 H -6.6823 -5.3288 2.0260
50 H -2.0224 -2.4249 -2.3243
51 H -3.7515 -2.6770 -1.8522
52 H -4.1445 -0.0120 -1.9225
53 H -3.9921 -0.9508 -3.4723
54 H -0.6399 -1.8661 -4.2194
55 H -1.3064 -1.5301 -5.9283
56 H -2.3696 -2.2850 -4.6298
57 H -1.1650 1.4474 -1.0706
58 H 1.3691 1.9590 -1.9499
59 H 0.3309 0.6596 -2.6469
60 H 2.0267 -0.5498 -0.4077
61 H 3.0084 0.3181 -1.6593
62 H 1.0202 -2.0313 -2.2347
63 H 1.7284 -0.9991 -3.5947
64 H 3.8715 -2.0020 -3.5181
65 H 3.9641 -1.6344 -1.7438
66 H 3.2353 -5.4959 -3.2581
67 H 3.3654 -3.9795 -4.2750
68 H 1.0063 -3.5986 -4.2554
69 H 1.1340 -5.4045 -4.3339
70 H -0.5926 -4.1401 -2.5835
71 H 0.8427 -4.1196 -1.4735
72 H 0.7175 -6.9409 -2.5053
73 H 0.2712 -6.2765 -0.8227
74 H -1.0243 -6.3535 -2.0837
75 H 5.3379 -5.8420 1.3596
76 H 4.0068 -5.8846 0.0778
77 H 3.7570 -3.9919 2.6009
78 H 2.8943 -5.6640 2.4305
79 H 2.1622 -4.7534 0.0229
80 H 1.2273 -4.2704 1.5273
81 H 2.4147 -3.0536 0.7632
82 H -0.3566 2.9355 0.3919
83 H 1.9838 2.9140 -0.0522
84 H 1.6147 2.8855 1.7172
85 H 2.1415 1.3377 0.9206
86 C -9.4561 3.1570 -1.6417
87 C -8.2819 2.1670 -1.4284
88 C -7.5561 1.9815 -2.7743
89 C -8.3748 1.1541 -3.7629
90 C -8.7748 -0.1858 -3.1533
91 C -9.4543 -0.0712 -1.7744
92 N -8.7484 0.8681 -0.8526
93 O -7.6675 0.2270 -0.3833
94 C -10.9266 0.3741 -1.9256
95 C -9.5817 -1.4991 -1.1897
96 C -7.3692 2.9224 -0.4367
97 H -9.0750 4.1610 -1.8367
98 H -10.0779 2.9237 -2.5025
99 H -10.0906 3.2070 -0.7540
100 H -6.5869 1.4942 -2.6195
101 H -7.3354 2.9569 -3.2194
102 H -9.2659 1.7013 -4.0843
103 H -7.7857 0.9816 -4.6685
104 H -9.4315 -0.7150 -3.8510
105 H -7.8695 -0.7990 -3.0665
106 H -11.3817 0.5415 -0.9452
107 H -11.5177 -0.3971 -2.4266
108 H -11.0622 1.2714 -2.5218
109 H -8.6200 -2.0112 -1.1162
110 H -10.2129 -2.1211 -1.8297
111 H -10.0376 -1.4793 -0.1960
112 H -7.8779 3.0638 0.5224
113 H -7.1095 3.9118 -0.8186
114 H -6.4256 2.4067 -0.2459
115 C -0.3640 8.5075 3.5908
116 C -0.8505 7.0498 3.3840
117 C -2.1353 6.8478 4.2093
118 C -1.8545 6.7836 5.7089
119 C -0.8133 5.7145 6.0237
120 C 0.4756 5.8266 5.1860
121 N 0.2101 6.0556 3.7340
122 O -0.1554 4.8769 3.2063
123 C 1.3799 6.9593 5.7230
124 C 1.3201 4.5551 5.4453
125 C -1.1809 7.0068 1.8754
126 H -1.0535 9.2084 3.1167
127 H -0.3272 8.8156 4.6328
128 H 0.6223 8.6566 3.1460
129 H -2.6429 5.9267 3.9027
130 H -2.8406 7.6614 4.0111
131 H -1.5204 7.7554 6.0844
132 H -2.7821 6.5581 6.2434
133 H -0.5708 5.7539 7.0902
134 H -1.2762 4.7349 5.8554
135 H 2.2508 7.0974 5.0758
136 H 1.7561 6.7179 6.7206
137 H 0.8795 7.9172 5.8295
138 H 0.7778 3.6356 5.2165
139 H 1.6033 4.4907 6.4991
140 H 2.2414 4.5665 4.8563
141 H -0.2744 7.1544 1.2792
142 H -1.8830 7.7982 1.6049
143 H -1.6401 6.0659 1.5649
144 C 11.5868 -1.4138 -0.5865
145 C 10.7747 -0.0967 -0.6877
146 C 10.8128 0.6010 0.6852
147 C 9.9522 -0.1182 1.7225
148 C 8.5216 -0.2893 1.2209
149 C 8.4189 -0.9287 -0.1776
150 N 9.3778 -0.3406 -1.1598
151 O 8.8741 0.8415 -1.5491
152 C 8.6442 -2.4554 -0.0983
153 C 6.9455 -0.8180 -0.6413
154 C 11.5781 0.7255 -1.7198
155 H 12.6501 -1.1958 -0.4698
156 H 11.3314 -2.0230 0.2770
157 H 11.4663 -2.0169 -1.4890
158 H 10.4692 1.6372 0.5946
159 H 11.8437 0.6558 1.0500
160 H 10.3805 -1.0927 1.9755
161 H 9.9463 0.4577 2.6528
162 H 7.9561 -0.8829 1.9460
163 H 8.0496 0.7006 1.2074
164 H 8.6600 -2.8959 -1.0994
165 H 7.8355 -2.9407 0.4523
166 H 9.5560 -2.7453 0.4162
167 H 6.5827 0.2124 -0.6495
168 H 6.2836 -1.3689 0.0323
169 H 6.8148 -1.2361 -1.6440
170 H 11.5612 0.2353 -2.6986
171 H 12.6237 0.8190 -1.4185
172 H 11.1996 1.7422 -1.8446

As for the frontier orbital gap (alpha / beta): 7.80 / 7.80 eV. The lowest unoccupied orbital energy (alpha / beta) is -0.4546 / -0.4551 eV. The spin multiplicity is 4. As for the HOMO energy (alpha / beta): -8.2565 / -8.2562 eV. The expectation value of S² is 3.763.